The following is a DFT calculation (ωB97M-V/def2-TZVPD) of the ion C4H7N3 with charge +2 at a distorted geometry.

Results
E_HOMO in eV: -20.0329
SMILES: C1=[N+](N[N+]2=CC2)C1
LUMO energy in eV: -10.03
Kohn-Sham gap in Ha: 0.368
Energy above the lowest of the compared OMol25 structures with the same formula, charge and spin in kcal/mol: 138.1

Structure (ORCA input):
```
! RIJCOSX wB97M-V def2-TZVPD def2/J DEFGRID3
* xyz 2 1
C -1.60 -0.94 -0.02
N -1.12 0.22 -0.07
N 0.00 0.96 0.00
N 1.16 0.30 -0.04
C 1.59 -0.89 -0.10
C 2.64 0.20 0.09
C -2.64 0.24 0.08
H -1.27 -1.90 -0.24
H 0.11 1.93 -0.40
H 1.14 -1.85 0.14
H 3.44 0.29 -0.66
H 2.86 0.55 1.07
H -3.09 0.64 0.92
H -3.21 0.24 -0.78
*
```

=====

The following is a DFT calculation (ωB97M-V/def2-TZVPD) of a structure of composition C20H27As2Cl3KO12S.

Results
E_HOMO (spin up / spin down) in eV: -5.2639 / -4.5724
LUMO energy (spin up / spin down) in eV: 1.60 / 1.94
Kohn-Sham gap (spin up / spin down) in Ha: 0.252 / 0.239
Energy above the lowest of the compared OMol25 structures with the same formula, charge and spin in kcal/mol: 6.2

Structure (ORCA input):
```
! RIJCOSX wB97M-V def2-TZVPD def2/J DEFGRID3
* xyz -1 1
K 2.60 2.12 -0.45
C 2.68 0.28 3.96
S 3.22 0.33 2.25
C 2.45 -1.19 1.72
O 4.70 0.09 2.24
H 3.06 -0.63 4.42
H 1.59 0.30 3.98
H 3.09 1.16 4.46
H 1.38 -1.12 1.92
H 2.90 -2.01 2.27
H 2.62 -1.28 0.65
Cl 1.45 4.41 1.76
C 1.19 5.43 0.30
Cl 0.06 4.56 -0.77
Cl 0.43 6.94 0.81
C 2.63 5.63 -0.41
O 3.08 6.76 -0.35
O 3.05 4.57 -0.90
C 6.19 0.60 -0.62
C 5.89 2.04 -0.28
O 6.64 2.89 0.02
H 7.26 0.45 -0.74
H 5.65 0.31 -1.52
H 5.81 0.01 0.22
C -2.78 -2.09 4.13
O -2.70 -1.76 2.74
C -1.56 -1.17 2.36
O -0.71 -0.82 3.14
C -1.48 -0.97 0.89
C -1.87 -1.93 0.05
As -1.89 -1.88 -1.96
C -0.92 -3.58 -2.16
C -0.56 -0.49 -2.05
C -1.17 0.64 -1.41
As -0.69 0.81 0.45
C -2.15 1.82 1.30
C -2.35 1.26 -1.97
O -3.11 2.03 -1.41
O -2.55 0.91 -3.27
C -3.73 1.45 -3.85
C 0.85 -0.70 -2.00
O 1.64 -0.07 -1.30
O 1.39 -1.68 -2.79
C 0.94 -1.78 -4.14
C -2.37 -3.24 0.57
O -1.65 -4.11 0.99
O -3.69 -3.50 0.41
C -4.59 -2.42 0.18
H -3.75 -2.56 4.27
H -2.71 -1.18 4.74
H -1.98 -2.77 4.41
H -1.54 -4.37 -1.74
H 0.05 -3.57 -1.65
H -0.78 -3.79 -3.22
H -3.13 1.48 1.00
H -2.04 2.87 1.03
H -2.01 1.71 2.38
H -3.75 1.09 -4.88
H -3.70 2.54 -3.84
H -4.62 1.12 -3.31
H 1.21 -2.78 -4.48
H 1.44 -1.04 -4.75
H -0.14 -1.64 -4.23
H -5.58 -2.83 0.34
H -4.50 -2.04 -0.84
H -4.41 -1.61 0.89
*
```

=====

The following is a DFT calculation (ωB97M-V/def2-TZVPD) of a structure of composition C7H11Br2FINO10S3 at a distorted geometry.

Results
E_HOMO in eV: -9.6502
LUMO energy in eV: -1.49
Kohn-Sham gap in Ha: 0.300

Structure (ORCA input):
```
! RIJCOSX wB97M-V def2-TZVPD def2/J DEFGRID3
* xyz 0 1
C 4.82 1.46 -4.25
C 3.37 1.82 -4.31
Br 3.00 3.44 -3.44
C 2.40 1.14 -4.91
Br 2.82 -0.41 -5.88
N 1.01 1.56 -4.82
I -0.14 0.79 -6.40
S 0.32 1.02 -3.34
O -0.97 0.47 -3.56
O 0.46 2.02 -2.35
F 1.28 -0.14 -2.94
H 5.05 1.12 -3.23
H 5.44 2.33 -4.47
H 5.06 0.65 -4.94
C -1.33 -1.06 0.07
C 0.13 -1.36 -0.17
O 0.52 -2.10 1.00
S -0.70 -2.99 1.51
O -0.57 -4.32 1.04
O -0.87 -2.73 2.90
O -1.84 -2.26 0.68
H -1.47 -0.24 0.77
H -1.88 -0.85 -0.85
H 0.74 -0.46 -0.25
H 0.28 -1.98 -1.05
C -1.80 0.50 5.75
C -2.30 -0.80 5.16
O -3.43 -0.39 4.38
S -3.17 1.04 3.74
O -2.67 0.89 2.42
O -4.29 1.87 4.01
O -1.95 1.45 4.68
H -2.40 0.83 6.60
H -0.75 0.46 6.04
H -2.63 -1.51 5.92
H -1.57 -1.27 4.51
*
```

=====

The following is a DFT calculation (ωB97M-V/def2-TZVPD) of a structure of composition CrH14O7 at a distorted geometry.

Results
E_HOMO (spin up / spin down) in eV: -24.7996 / -24.7850
LUMO energy (spin up / spin down) in eV: -15.22 / -13.73
Kohn-Sham gap (spin up / spin down) in Ha: 0.352 / 0.406
Energy above the lowest of the compared OMol25 structures with the same formula, charge and spin in kcal/mol: 11.4

Structure (ORCA input):
```
! RIJCOSX wB97M-V def2-TZVPD def2/J DEFGRID3
* xyz 3 4
Cr -25.95 0.55 -16.16
O -27.42 0.28 -14.69
H -28.31 -0.12 -14.68
H -27.21 0.49 -13.76
O -23.98 1.41 -15.64
H -23.52 2.12 -16.12
H -23.45 1.26 -14.83
O -25.24 1.69 -17.97
H -24.36 1.36 -18.23
H -25.47 2.36 -18.65
O -25.35 -0.88 -17.45
H -25.51 -0.63 -18.38
H -24.92 -1.76 -17.48
O -25.09 -0.92 -14.88
H -24.24 -1.33 -15.12
H -25.38 -1.38 -14.07
O -27.64 0.57 -17.39
H -28.03 1.35 -17.82
H -28.34 -0.12 -17.40
O -26.57 2.54 -15.67
H -26.12 3.31 -16.07
H -27.28 2.91 -15.11
*
```